A cluster of 2 separate species, C5H16N2O in total at a distorted geometry. Source: the OMol25 dataset; level of theory: ωB97M-V with the def2-TZVPD basis set.

```
24
Properties=species:S:1:pos:R:3:lowdin_spin:R:1
C 2.28 1.52 0.51 0.052
C 1.02 0.72 0.17 0.051
C -0.21 1.67 0.08 0.017
C -1.51 0.87 -0.02 0.001
N 1.23 0.03 -1.06 0.525
C 1.71 -1.32 -1.14 0.022
N 0.48 -2.15 -1.10 0.292
H 2.79 1.91 -0.38 0.001
H 2.11 2.32 1.22 0.007
H 3.03 0.87 0.94 0.001
H 0.80 0.02 0.97 0.000
H -0.04 2.23 -0.84 0.000
H -0.23 2.33 0.93 0.000
H -2.22 1.26 -0.76 0.001
H -1.29 -0.16 -0.27 -0.001
H -2.10 0.93 0.88 0.000
H 1.53 0.61 -1.84 0.013
H 2.20 -1.46 -2.08 0.001
H 2.28 -1.64 -0.27 0.008
H -0.11 -2.03 -1.93 0.003
H -0.07 -2.00 -0.27 0.006
H -4.58 -1.39 1.86 0.000
H -4.80 -2.84 2.50 0.000
O -4.29 -2.30 1.89 0.000
```

Calculated values
HOMO-LUMO gap (alpha / beta)	11.0 / 6.4	eV
⟨S²⟩	0.757
energy above the lowest of the compared OMol25 structures with the same formula, charge and spin	3.9	kcal/mol
multiplicity	2
LUMO (alpha / beta)	-2.807 / -7.466	eV
total energy	-384.53714	a.u.
charge	+1